No. 1
A 6-piece molecular cluster, C40H52F22N2O19P3 overall in a non-equilibrium geometry. Source: the Open Molecules 2025 dataset; level of theory: ωB97M-V with the def2-TZVPD basis set.

HOMO in eV: -4.21
Lowest unoccupied orbital energy in eV: 1.29
Multiplicity: 1
Total charge: -1
E_tot in eV: -171845.754
Largest force on an atom in eV Å⁻¹: 4.12

```
138
C40H52F22N2O19P3 ωB97M-V with the def2-TZVPD basis set
H -6.95366 -7.53235 6.12177
C 4.69255 -0.68764 3.12065
F 2.36169 9.38159 3.85868
H 1.76285 9.62723 1.45471
C -1.83926 -2.31839 -4.52643
H 2.82334 -3.81118 -0.57366
P -1.93789 -3.05028 -0.69282
C 1.11982 -2.44770 -4.74868
N 0.45106 -5.93274 -0.13926
P 1.71346 -1.77046 -1.47218
H -2.05232 -1.88817 -5.59187
H -3.34733 3.18551 -3.51234
H -4.73807 -4.36128 1.82146
H -0.55407 2.86349 -2.56619
H 3.81555 -1.08177 -2.76188
O -5.48983 -7.19161 4.68798
F -4.32729 4.10567 3.83109
C 4.68709 3.20310 -4.96514
F 5.97946 2.79968 -4.99382
C 6.16218 -2.66815 2.01569
F 0.88095 2.54704 1.82488
H -4.32945 -1.10149 -0.21753
H 0.27210 -3.41919 0.39467
C 0.95810 -4.05282 -4.63788
C 1.84640 8.56798 1.71569
C -3.90299 3.82205 2.57553
H -2.53650 0.88116 -3.94607
C 4.46059 4.69186 0.24271
H -6.24780 -5.90186 6.10221
O 0.44161 8.27838 3.48715
P -0.28111 -1.44900 -3.90723
O -2.17924 -4.76593 -1.16187
H 0.31814 -4.41842 -3.75719
H -5.50879 -2.20644 0.66674
C -4.63891 4.14006 0.51940
O -1.27250 7.37203 2.30812
H -3.54831 5.94629 2.34539
H 5.20021 4.30455 2.23545
H -3.11879 0.58334 -1.05396
H -1.32818 -6.20608 0.98592
O 0.68449 7.88244 1.27903
H 2.31778 -0.09968 -3.22084
F -8.32799 -5.28710 4.88053
C -0.15140 7.80751 2.35420
C 6.51854 4.88259 -0.53328
O -6.76563 -5.86813 3.37698
H 0.46273 -4.48537 -5.60191
O 6.65766 4.72185 0.81434
C -2.12350 1.29343 -2.93483
H 2.00432 -4.53957 -4.58515
F 4.50537 -3.13983 3.75387
O -5.23229 3.93041 -0.50650
C -0.11388 -1.53583 -1.97551
C -3.99751 -1.37348 2.08537
F 0.58774 -1.15394 1.51758
C -0.68849 1.91306 -3.21527
O -2.53116 -5.93232 -2.88653
F 0.64099 1.07600 3.55438
H 3.19715 -3.56421 -2.36280
H 2.17622 -2.11855 -4.45832
C -3.17801 4.98447 1.97911
F 3.33528 2.03238 2.14988
F 2.38866 -1.18167 3.78286
F 6.18350 -2.50041 0.60255
C 0.04676 0.15665 1.36013
C 2.61703 0.75421 2.10425
H 5.33134 6.00317 1.73040
H 1.57120 -4.33219 -1.94023
O -5.03372 3.68181 1.74096
O -4.79311 -6.66684 2.59176
C 4.34784 3.82447 -3.64901
F 3.34571 0.83019 4.48273
H -2.92159 -1.63876 2.38310
H 0.21774 1.23192 -3.10380
C -6.57717 -6.73651 5.47609
H -2.75734 -2.80782 -1.85061
O 7.43202 4.84491 -1.31614
O 1.72573 1.77056 -4.28500
C -2.32955 0.18939 -1.81750
F 5.28392 -0.69421 4.45471
O 3.85963 2.05938 -5.00550
C 3.18563 -0.08017 3.35659
H 1.01223 -2.19580 -5.88419
H -8.22115 -7.13180 4.09168
F -1.19318 0.27270 2.12385
F 3.35629 5.47275 0.31170
C -0.30249 0.60352 -0.14389
H -2.88460 -0.71031 -2.31192
C 2.32040 -3.54397 -1.58845
F 3.06385 0.13432 0.89770
C -3.12583 2.54661 -2.58106
F 0.90700 1.19416 -0.67995
F -1.19630 1.75606 0.01585
O -0.59718 -2.92981 -1.79268
H 4.47828 3.83982 -5.83042
H -3.35471 -5.35800 1.12778
C -5.60726 -6.58096 3.47174
H 4.16739 3.64229 0.14298
H -4.72002 -1.91317 2.82156
O -3.48193 4.85763 0.59973
O 2.97944 3.48793 -3.49588
H -3.33092 2.88903 2.57919
F 6.24633 -4.09970 2.24890
C 5.38250 4.96568 1.38605
C 2.88840 -0.54926 -2.30768
H -4.31934 -3.79327 -0.59963
H 2.74282 8.16017 1.24452
C -0.79433 -3.82318 0.64813
H -2.10136 4.93589 2.14936
H 3.26433 0.31037 -1.64106
H -4.17712 -0.22396 2.15827
H -0.66907 2.29338 -4.31789
C 2.76158 2.38163 -4.26409
C -3.62976 -4.27809 1.46310
O -1.75649 -1.38396 -0.18403
F 5.53391 0.18564 2.35049
C -1.02997 -0.46952 -1.09929
C -4.37851 -1.91385 0.59646
H -0.99802 -3.47187 1.72019
N -1.96828 -4.94069 -2.47275
H 2.30283 7.40434 3.50789
F 3.73906 -2.56775 1.65608
C 1.06239 1.14931 2.15719
H 4.92062 3.39850 -2.82042
C 1.82095 8.33449 3.19141
H -1.73970 -3.46216 -4.68285
C -7.57301 -6.32229 4.44139
H -2.63618 3.20229 -1.75279
C -3.61846 -3.29765 0.19255
F 7.26398 -2.08478 2.70442
H 0.42860 -6.96747 -0.14378
H 4.48723 4.90705 -3.65153
C -0.61937 -5.43674 0.51439
H -2.79477 -2.15215 -3.92277
C 4.70904 -2.22503 2.64260
H -3.03162 -3.92760 2.37679
O 5.21727 5.08347 -0.88560
H -4.12327 2.17354 -2.13193
```


No. 2
C40H53BrGe2MgN3O2 as an isolated structure in a non-equilibrium geometry. Source: the Open Molecules 2025 dataset; level of theory: ωB97M-V with the def2-TZVPD basis set.

HOMO in eV: -10.48
Lowest unoccupied orbital energy in eV: -3.30
ΔE to the lowest compared entry with this formula, charge and spin in kJ/mol: 74.8
Multiplicity: 1
Total charge: +1
E_tot in eV: -239423.340
Largest force on an atom in eV Å⁻¹: 1.32

```
102
C40H53BrGe2MgN3O2 ωB97M-V with the def2-TZVPD basis set
C -4.24424 3.69773 -2.21651
H -0.84698 3.29449 3.34682
H 1.67968 3.13961 -0.41331
H 7.52819 1.74169 1.37453
C 3.66815 -1.12692 -1.98459
N -2.21796 2.44811 -1.89939
C -1.71927 1.31429 3.35919
C 7.83564 -0.99763 -0.58528
H 4.29187 -1.82652 -2.53631
H 3.62070 1.85962 2.49365
C -4.67910 -4.63058 -1.34647
H 3.69563 4.58928 -0.54235
C -4.39389 -3.72364 -0.14523
H -0.07780 -2.78126 -2.14655
H 9.22389 0.09896 0.63422
H 2.04764 -0.65422 1.67753
H -3.78975 -4.01387 1.94146
Br -4.34426 1.67565 -0.27306
C -3.64599 4.46195 -3.20463
H 4.74258 3.18231 -0.68459
H 1.35693 0.95258 1.87745
H -1.80498 4.75795 -4.30097
H 2.79106 -3.81571 -1.77630
C 2.25910 0.41461 1.59659
C -3.09137 0.22067 5.17470
C -3.01683 -2.33016 -1.78749
C 2.10013 -1.37976 -5.06150
C 0.91613 -2.71077 -1.70663
C 5.55585 -0.19103 -0.61173
H -3.10405 -2.04718 1.56172
C 6.52962 -1.10367 -1.02854
H -1.07473 1.27175 6.71856
H -2.06454 3.51668 5.14924
C 7.25298 0.94017 0.70110
H -3.96873 0.24022 4.52452
C -1.06003 2.40095 2.77875
C -2.11375 -1.31001 -2.01632
H 0.22287 -0.64246 -4.25243
H -6.05948 -2.37807 -0.55116
C -3.37954 -2.64228 -0.47846
C 2.62118 2.73688 -0.79680
H -3.41165 -2.87803 -2.62887
H -5.18797 -4.08731 -2.14380
H -0.36169 0.23337 5.47337
H -3.23025 2.65963 6.14366
H 3.87646 3.49552 0.82668
H -5.33283 -5.44594 -1.03879
H 1.51277 0.54914 -4.26310
H 1.34961 -4.82862 -1.88446
C -1.96183 0.21575 2.54029
H -5.55547 -2.38737 1.14330
C -3.48163 2.71437 -1.60909
C -2.82960 -1.85575 0.53469
Ge 1.73138 -0.93311 -2.19660
N -1.59773 -0.57335 -1.03716
H -3.43321 0.34008 6.20195
C -2.78631 2.70022 5.14947
H 3.07984 0.59346 3.58819
H 8.57364 -1.71546 -0.91889
H -2.92465 -5.03623 0.78061
H 1.81150 -2.42900 -4.99258
C -2.32842 4.20293 -3.53615
C 1.78346 -3.87436 -2.18862
H -5.27056 3.84576 -1.91530
C -3.89028 -4.58711 1.01932
C 3.38511 0.79588 2.55937
H -4.20688 5.23976 -3.70501
H -2.61344 -0.75798 5.10088
C 1.29650 -0.50552 -4.09925
H 4.29302 0.22884 2.36469
H 1.93528 -1.05789 -6.09040
C -1.55912 0.22434 1.21280
C 4.15741 -0.29253 -1.05836
H -1.79488 -1.05714 -3.02137
H 1.86271 -3.88243 -3.27569
C -0.64944 2.32405 1.46611
H -0.11837 1.98513 5.41458
H -2.49081 -0.63890 2.93290
O 0.31438 1.92972 -2.53119
H 0.80231 -2.75352 -0.62028
C -5.69837 -3.01266 0.26008
H -3.76024 -5.06760 -1.74181
N -0.87937 1.25876 0.69824
C 8.20309 0.02073 0.28465
C -2.12099 1.35136 4.82392
H -4.60179 -5.39032 1.20962
H -0.11342 3.14346 1.00131
C -1.65843 3.19452 -2.86522
H 5.20901 1.55455 0.57219
H 3.16878 -1.30660 -4.85571
C -0.83542 1.19936 5.65674
C 5.94654 0.82995 0.25407
C -0.20995 2.88211 -3.22387
H -6.46469 -3.75595 0.48345
O 0.33098 3.52269 -4.09959
Mg -0.21925 0.87930 -1.17289
H -3.57419 2.93125 4.43038
Ge 2.62391 0.78059 -0.35855
C 3.80491 3.54077 -0.26180
H 2.57461 2.80929 -1.88218
H 6.26080 -1.90612 -1.70316
C -1.97744 -0.81020 0.22885
```


No. 3
C40H53Cl3N2OSiSnTe as an isolated structure. Source: the Open Molecules 2025 dataset; level of theory: ωB97M-V with the def2-TZVPD basis set.

HOMO in eV: -7.72
Lowest unoccupied orbital energy in eV: 0.16
ΔE to the lowest compared entry with this formula, charge and spin in kJ/mol: 0.0
Multiplicity: 1
E_tot in eV: -105941.103
Largest force on an atom in eV Å⁻¹: 0.23

```
102
C40H53Cl3N2OSiSnTe ωB97M-V with the def2-TZVPD basis set
C 1.45326 3.35569 -1.53425
C 1.29685 3.65225 -4.00094
C 0.27827 -3.61110 -2.39944
C -5.02342 3.58241 -0.85174
C -1.13316 3.57837 2.81275
H 1.69107 2.46953 -0.94499
C -1.98407 0.15248 1.92512
H 0.94945 2.97058 2.64354
H 1.14414 -1.03378 5.13127
C -1.51901 0.46329 -4.51186
H 0.24630 -0.49168 3.72866
H -4.52904 4.48034 -0.47110
C -4.51927 0.79104 -2.03659
H -5.59108 0.77555 -1.82810
N -0.27505 -1.38063 1.31227
H 5.37673 -3.36033 -0.06730
H 1.36224 -3.70244 -2.31422
C 0.26034 3.68991 2.19840
Si -3.83224 2.52899 -1.84587
C 0.42673 -2.66852 3.93069
H 0.06018 -3.02335 -3.29302
H 2.40195 4.04014 -6.55286
C -0.08328 1.95978 -3.01161
H -0.98281 -2.47248 5.56581
N -1.08219 1.19597 2.02078
Sn 1.09312 0.43390 1.05849
H -2.35712 -2.44547 -0.47294
C -1.86304 -3.01557 -1.26165
H 1.06450 -3.28923 4.56579
C 3.71537 -2.02740 -0.28545
C 0.82654 3.33857 -5.26970
H -2.52994 2.23844 0.19404
H -1.01548 -0.49524 -4.35829
Cl 6.20261 -3.94535 -2.73854
C 0.61075 -4.81942 0.19460
H -5.40612 3.02631 0.00713
H -4.14721 -0.04455 2.39559
H -2.37138 0.48859 -3.82981
C 0.93915 -4.65760 2.55460
C -0.98845 -2.76706 4.51420
H -0.53919 4.65712 4.60259
C 1.31498 4.09301 -6.47508
H 0.76451 3.97547 -0.95239
H -1.37291 -3.78531 4.44455
O 1.83424 -0.61295 -0.69222
H 2.37424 3.92036 -1.67227
H -0.13969 -4.60857 -2.55512
H -4.03537 0.10457 -1.33739
C -1.51577 -1.13697 1.63128
H -2.20619 -2.61400 -2.21754
C -3.53378 3.33641 -3.50525
C 0.16980 -3.50218 0.13770
C 4.11503 -2.24324 -3.00401
H -4.45590 3.35408 -4.09123
H -0.46002 2.03189 -6.37076
H 4.26513 -2.31961 -4.07137
H 1.34694 -6.42153 1.41347
H -0.43006 2.89455 4.75298
C -3.12246 1.89606 2.70829
C 0.95924 -1.24143 4.07515
H 0.66376 4.69012 2.36858
H 1.90904 -1.11047 3.55193
H -4.37622 0.39307 -3.04406
Cl 2.06983 -0.59720 -3.60352
Te -0.86009 0.92266 -1.33566
H -2.09452 4.65219 1.18155
H 0.64609 -5.40678 -0.71225
C -0.56092 1.60608 -4.27913
C -0.33601 -2.92949 -1.17436
C 0.86701 2.97345 -2.86751
H 2.03504 4.43947 -3.88806
C 4.73677 -2.82990 -0.75761
H -2.19226 -4.05488 -1.18672
C 0.51210 -3.33124 2.55685
C -0.09295 2.30628 -5.38787
H -0.04749 -1.88154 -1.20291
C -2.25078 2.45172 -0.83994
H -1.58519 5.67810 2.53153
H 1.23499 -5.11145 3.49351
H -1.89752 0.48706 -5.53308
H -1.71300 3.40223 -0.84277
H 0.22947 3.51003 1.11954
Cl 3.50467 -1.86478 1.43153
C -2.01520 4.70907 2.26884
H -3.89400 2.54549 3.09145
C 3.09838 -1.45339 -2.50277
H -3.02293 4.66599 2.68381
C 1.00177 -5.39580 1.39022
H 0.88854 3.68965 -7.39238
C 2.83665 -1.32098 -1.12522
C -3.25885 0.56741 2.34772
H 1.04284 5.14784 -6.40935
H -5.87455 3.90239 -1.45730
H -3.20574 4.37010 -3.37012
H -2.00786 3.68815 4.80591
C 0.14690 -2.75774 1.32961
H -1.67966 -2.10129 3.99580
C -1.76359 2.24241 2.49675
C 4.92621 -2.93591 -2.12310
H -2.20596 -1.97490 1.72349
H -2.76916 2.82291 -4.09174
C -1.02196 3.71307 4.33923
```


No. 4
C40H53Cl3N2OSiSnTe as an isolated structure. Source: the Open Molecules 2025 dataset; level of theory: ωB97M-V with the def2-TZVPD basis set.

HOMO (alpha / beta) in eV: -7.84 / -7.17
Lowest unoccupied orbital energy (alpha / beta) in eV: -1.32 / -0.52
ΔE to the lowest compared entry with this formula, charge and spin in kJ/mol: 253.5
Multiplicity: 1
E_tot in eV: -105938.475
Largest force on an atom in eV Å⁻¹: 0.95

```
102
C40H53Cl3N2OSiSnTe ωB97M-V with the def2-TZVPD basis set
H 2.77781 4.36186 -3.02478
H 1.96659 -2.59264 -3.67067
H -2.07328 -4.44193 -1.73289
C 4.38106 -0.38263 3.18707
C 0.09953 3.93156 -3.71766
H 3.09272 -1.27788 -4.88155
C 1.94698 -2.28342 -1.57237
C 0.98037 3.17422 -2.72040
C 1.72270 -0.54075 -3.42140
H -4.48440 -1.34973 3.28046
Si -0.95183 -4.72930 0.46057
C -0.57113 7.11605 -0.95443
H -2.38983 -5.12342 2.44648
C -0.08491 4.72720 0.42746
H 1.71092 4.96252 -1.75463
H 2.86210 -1.73684 -1.35965
C 3.01153 0.85938 -4.92802
H 1.99614 5.54523 2.30856
Cl 4.89003 0.69924 -1.14692
H 0.35342 2.92107 -1.86241
N 0.13076 0.53563 -1.88121
C -1.26879 4.87882 -0.30583
C 2.11693 4.05947 -2.20953
C 1.16318 0.62679 -2.88090
N -1.99858 0.30054 -0.05521
H -5.23792 -1.15172 1.69374
C 4.69411 0.27787 0.52384
C 2.15636 5.65982 1.23565
H 1.50108 -5.10394 0.42132
C -0.84398 8.39853 -1.69259
C 0.64676 -5.49917 -0.13333
C -2.30501 -4.96865 -0.80345
H 3.72877 0.94485 -5.73426
H -4.03908 0.56878 -2.66457
H -0.69440 -1.91112 -2.36529
H 0.66542 4.20394 -4.61105
H -3.75341 -2.10026 1.85318
H -3.25814 -4.58484 -0.43032
C -0.05720 -2.38240 -3.11388
H -1.53283 -0.92040 2.41320
H -0.75313 3.32733 -4.03575
H -3.60514 2.18175 2.37399
Te 0.25079 3.03609 1.66937
H -1.57086 -6.61151 1.95139
C -3.20030 0.22291 0.51672
H -1.18910 8.20200 -2.70850
C 2.45569 1.99137 -4.36734
C 0.85389 5.76845 0.48345
C -2.13253 -0.08630 2.77684
C 2.64876 -0.38976 -4.44834
C 3.27778 -0.18402 2.37531
H -2.35447 -0.26776 3.83083
H 2.74198 2.96872 -4.73497
Sn 0.31280 0.61525 0.24222
H 0.81424 -5.29410 -1.19303
H -0.44725 -2.14768 -4.10632
H -1.31009 0.64309 -3.35245
H -2.39027 6.17687 -1.57688
H -5.15046 1.40044 1.99974
Cl 1.69276 -0.36193 3.08207
H -2.96435 3.86341 0.53344
H 4.24991 -0.63917 4.22829
H 6.79787 0.19490 0.89093
H 0.04943 9.01928 -1.74982
H -1.43302 -2.17583 0.38628
C -0.72552 -2.91553 0.74722
H -4.40242 1.16660 3.58588
H -1.54568 0.83173 2.71597
C -2.20182 0.45708 -1.41884
H 2.72676 4.78983 0.90829
H 0.63039 -6.58348 0.00149
H -0.28107 4.84762 -3.26155
H -1.62166 8.97715 -1.18996
C 3.37950 0.14995 1.01376
C -3.58453 0.46665 -1.69090
H 2.71930 3.53079 -1.46857
H -0.68640 -5.36835 2.84401
C 1.40907 -1.96350 -2.97254
C 5.80955 0.08550 1.31388
C -2.33538 3.82067 -0.35993
H 1.31386 7.75059 -0.16796
H 0.03054 -2.52627 1.42503
C 1.53220 1.89745 -3.32933
C -1.48024 6.06789 -0.99541
C -1.44676 -5.53250 2.07677
C -3.43673 0.04812 2.00045
C -1.12248 0.56566 -2.28340
H -5.27930 0.28035 -0.29791
H 1.21839 -2.03401 -0.79835
C -4.19811 1.27610 2.51838
H 2.15002 -3.35290 -1.48412
H 2.76120 6.55200 1.07746
C -4.21634 0.31992 -0.47629
C 5.64397 -0.24679 2.64634
H -2.97686 3.96167 -1.22966
H -2.44114 -6.02653 -1.04069
Cl 7.04310 -0.49484 3.65164
O 2.36941 0.33219 0.20108
C 0.58485 6.94807 -0.20574
H -0.13996 -3.46267 -2.96858
H -1.92016 2.81631 -0.40153
C -4.28190 -1.21516 2.21571
```